No. 1
43
Properties=species:S:1:pos:R:3:mulliken_charge:R:1 method="wB97M-V/def2-TZVPD" spin_multiplicity=1 e_above_lowest_kcal_mol=49.2 total_energy_ha=-1186.15887 orbital_gap_ev=8.5 smiles="C[C@@]1(O)c2ccc3c(c2C(=O)c2occ([C@@H](O)CCO)c21)CCC3=O"
C -2.226 0.123 -0.057 -1.511
C -0.645 -0.204 -0.147 2.035
O -0.060 1.000 0.182 -0.709
C -0.178 -1.347 0.738 -0.305
C -0.101 -1.025 2.103 -0.594
C 0.392 -2.051 2.959 -1.306
C 0.596 -3.305 2.480 0.709
C 0.365 -3.718 1.195 0.116
C 0.002 -2.737 0.221 0.324
C -0.275 -3.001 -1.128 0.662
O -0.434 -4.151 -1.465 -0.651
C -0.228 -1.801 -2.073 -0.397
O 0.116 -1.956 -3.391 -0.350
C 0.180 -0.685 -3.798 -1.413
C 0.138 0.238 -2.737 0.766
C 0.197 1.707 -2.892 -0.391
O -0.779 2.275 -2.138 -0.578
C 1.570 2.221 -2.402 -0.337
C 1.782 3.672 -2.853 -0.539
O 0.790 4.542 -2.159 -0.569
C -0.180 -0.523 -1.510 -0.115
C 0.797 -5.195 1.068 -0.568
C 1.434 -5.562 2.296 -0.554
C 1.076 -4.400 3.263 0.172
O 0.892 -4.640 4.441 -0.605
H -2.783 -0.457 -0.749 0.388
H -2.362 1.155 -0.421 0.341
H -2.738 -0.107 0.883 0.358
H -0.049 1.633 -0.605 0.298
H -0.220 -0.030 2.524 0.487
H 0.506 -1.750 3.929 0.598
H 0.188 -0.481 -4.842 0.489
H 0.152 2.019 -3.967 0.735
H -0.647 3.221 -2.303 0.353
H 2.341 1.529 -2.930 0.302
H 1.757 2.191 -1.332 0.305
H 1.659 3.720 -3.975 0.270
H 2.781 4.011 -2.600 0.423
H 1.066 5.464 -2.138 0.308
H 1.571 -5.201 0.314 0.183
H -0.116 -5.774 0.847 0.299
H 2.536 -5.635 2.225 0.297
H 1.123 -6.561 2.635 0.274

---

No. 2
49
Properties=species:S:1:pos:R:3:mulliken_charge:R:1 method="wB97M-V/def2-TZVPD" spin_multiplicity=1 total_energy_ha=-1652.60558 orbital_gap_ev=5.9 charge=+3
Ta -0.814 0.753 0.721 1.150
N 2.035 -0.086 4.126 -0.385
C 1.453 0.094 2.943 0.803
S -0.132 0.911 2.995 -0.296
N 1.999 -0.284 1.842 -1.033
N 1.252 -0.001 0.723 0.870
C 1.785 -0.402 -0.423 0.758
C 2.963 -1.212 -0.568 0.441
C 2.944 -2.222 -1.555 -0.339
C 4.030 -3.056 -1.712 -0.964
C 5.166 -2.859 -0.931 -0.377
C 5.203 -1.852 0.030 -0.854
C 4.102 -1.050 0.237 -0.186
C 1.059 0.098 -1.614 0.392
C 1.568 0.117 -2.885 -0.694
C 0.807 0.679 -3.916 -0.598
C -0.437 1.220 -3.642 -0.871
C -0.886 1.208 -2.339 0.153
N -0.145 0.665 -1.349 -0.228
H 1.604 0.204 4.988 0.211
H 2.936 -0.540 4.173 0.248
H 2.058 -2.388 -2.158 0.583
H 4.001 -3.854 -2.443 0.439
H 6.028 -3.500 -1.069 0.444
H 6.095 -1.701 0.624 0.438
H 4.134 -0.273 0.988 0.526
H 2.554 -0.283 -3.078 0.678
H 1.200 0.697 -4.925 0.497
H -1.050 1.661 -4.416 0.469
H -1.846 1.636 -2.072 0.487
B -4.327 0.846 0.613 -0.105
N -3.507 -0.519 0.823 -0.130
C -4.101 -1.689 0.895 0.002
C -3.149 -2.733 0.991 -1.001
C -1.943 -2.124 0.978 -0.153
N -2.141 -0.754 0.857 -0.297
N -3.430 2.172 0.805 0.109
C -3.954 3.372 0.826 -0.016
C -2.952 4.369 0.977 -0.820
C -1.788 3.701 1.057 -0.309
N -2.049 2.329 0.931 0.054
H -5.173 0.875 1.458 -0.005
H -4.749 0.858 -0.514 -0.015
H -5.183 -1.744 0.883 0.478
H -3.352 -3.789 1.074 0.452
H -0.949 -2.536 1.060 0.561
H -5.030 3.487 0.745 0.496
H -3.105 5.437 1.036 0.452
H -0.784 4.063 1.211 0.485

---

No. 3
48
Properties=species:S:1:pos:R:3:mulliken_spin:R:1 method="wB97M-V/def2-TZVPD" spin_multiplicity=5 total_energy_ha=-5282.48905 orbital_gap_ev="6.2 / 7.2" charge=+2
Mn 0.430 -0.152 0.768 4.003
N 1.286 0.024 3.889 0.012
C 0.407 1.008 3.465 -0.016
C -0.155 1.863 4.414 -0.002
C -0.951 2.880 3.982 0.007
C -1.078 3.145 2.627 -0.004
C -0.520 2.270 1.740 0.011
N 0.208 1.198 2.150 -0.082
C 2.269 -0.650 3.136 0.012
C 3.411 -1.099 3.806 -0.002
C 4.324 -1.885 3.140 0.008
C 4.062 -2.166 1.801 0.002
C 2.927 -1.678 1.208 0.025
N 2.010 -0.882 1.844 0.001
H 1.404 0.025 4.874 0.000
H -0.060 1.634 5.481 0.000
H -1.435 3.540 4.671 0.000
H -1.601 4.075 2.296 0.000
H -0.599 2.426 0.681 -0.004
H 3.519 -0.753 4.850 0.000
H 5.147 -2.313 3.687 0.000
H 4.734 -2.741 1.161 0.000
H 2.715 -1.992 0.181 -0.001
Br 0.295 0.490 -7.635 0.002
C 0.407 0.298 -5.771 0.007
C 0.688 -0.943 -5.252 -0.002
C 0.751 -1.055 -3.885 0.006
C 0.567 0.064 -3.040 -0.009
C 0.373 1.314 -3.622 0.007
C 0.270 1.428 -4.976 -0.003
C 0.707 0.040 -1.602 0.002
O 0.657 1.033 -0.838 0.038
O 0.699 -1.074 -0.929 -0.058
H 0.804 -1.812 -5.873 0.000
H 1.029 -2.030 -3.437 0.001
H 0.288 2.190 -3.023 0.003
H 0.081 2.373 -5.489 0.000
C -5.024 -0.710 -1.375 0.000
N -4.012 -0.499 -0.361 0.006
C -2.727 -0.891 -0.365 0.010
N -2.207 -1.503 -1.424 0.004
S -1.819 -0.684 1.105 0.014
H -5.984 -0.722 -0.896 0.000
H -4.928 -1.666 -1.942 0.000
H -5.076 0.105 -2.111 0.000
H -4.220 0.043 0.495 0.000
H -2.765 -1.586 -2.252 0.000
H -1.310 -1.981 -1.357 0.001

---

No. 4
49
Properties=species:S:1:pos:R:3:mulliken_charge:R:1 method="wB97M-V/def2-TZVPD" spin_multiplicity=1 e_above_lowest_kcal_mol=19.0 total_energy_ha=-2982.35470 orbital_gap_ev=7.7 charge=+1
Pt -0.797 -0.998 0.429 0.724
N -1.684 -2.263 -1.690 -0.565
C -0.664 -3.235 -1.913 0.590
C -0.878 -4.352 -2.674 -0.500
C 0.148 -5.290 -2.913 -0.697
C 1.406 -5.071 -2.432 -0.871
C 1.666 -3.933 -1.633 0.800
C 2.955 -3.633 -1.138 -0.602
C 3.147 -2.520 -0.372 -0.900
C 2.032 -1.742 -0.021 0.085
N 0.813 -2.008 -0.445 -0.212
C 0.614 -3.051 -1.313 0.192
H -2.601 -2.659 -1.842 0.221
H -1.571 -1.437 -2.266 0.283
H -1.850 -4.501 -3.128 0.347
H -0.064 -6.161 -3.517 0.393
H 2.217 -5.751 -2.653 0.395
H 3.780 -4.291 -1.385 0.427
H 4.121 -2.247 0.005 0.422
H 2.133 -0.899 0.651 0.438
C -0.295 -2.294 3.007 -1.244
C -0.029 -1.012 2.252 0.307
O 0.630 -0.123 2.714 -0.330
H -0.613 -2.043 4.020 0.368
H 0.651 -2.837 3.076 0.305
H -1.036 -2.923 2.521 0.355
Cl 0.360 2.958 3.748 -0.108
C 1.798 2.869 2.705 0.828
Cl 2.470 4.504 2.507 -0.089
Cl 3.008 1.801 3.385 -0.070
C 1.380 2.410 1.377 -0.259
N 1.111 2.097 0.308 -0.283
C -1.502 5.302 1.768 -1.328
C -1.551 4.165 0.806 0.628
C -1.210 4.221 -0.510 -0.715
C -1.269 3.036 -1.270 0.878
N -1.660 1.882 -0.754 -0.338
C -1.976 1.829 0.540 0.091
S -2.426 0.374 1.328 -0.548
N -1.934 2.957 1.294 0.123
C -0.900 3.035 -2.715 -1.336
H -1.226 6.221 1.258 0.368
H -0.763 5.103 2.548 0.260
H -2.470 5.443 2.250 0.379
H -0.884 5.150 -0.952 0.405
H -2.130 2.856 2.282 0.363
H -0.391 3.952 -3.004 0.386
H -1.805 2.931 -3.317 0.321
H -0.262 2.177 -2.922 0.311

---

No. 5
64
Properties=species:S:1:pos:R:3:mulliken_charge:R:1 method="wB97M-V/def2-TZVPD" spin_multiplicity=1 e_above_lowest_kcal_mol=109.4 total_energy_ha=-3816.64284 orbital_gap_ev=1.3 charge=+2
C 3.687 1.160 -0.363 -0.912
N 3.627 1.236 -1.854 -0.015
C 2.889 0.408 -2.504 -0.031
C 3.031 0.392 -3.910 -0.679
C 3.645 1.519 -4.553 0.568
C 4.298 2.394 -3.760 -0.615
C 4.336 2.253 -2.399 -0.284
C 3.690 1.720 -6.046 0.467
C 4.814 1.886 -6.841 -0.572
C 4.748 2.136 -8.219 -0.195
N 3.542 2.093 -8.878 0.019
C 2.407 1.760 -8.162 -0.320
C 2.483 1.662 -6.719 -0.617
C 3.462 2.510 -10.243 -0.897
H 4.639 0.656 -0.199 0.398
H 2.821 0.677 0.087 0.374
H 3.852 2.183 -0.024 0.311
H 2.356 -0.370 -1.977 0.430
H 2.454 -0.302 -4.502 0.559
H 4.960 3.093 -4.249 0.487
H 4.955 2.828 -1.726 0.450
H 5.776 2.045 -6.377 0.490
H 5.541 2.390 -8.907 0.515
H 1.486 1.575 -8.696 0.451
H 1.665 1.285 -6.123 0.552
H 2.463 2.739 -10.616 0.351
H 3.884 1.861 -11.010 0.302
H 4.014 3.445 -10.149 0.414
Hf -5.854 1.602 1.351 1.339
C -3.415 -4.919 -2.512 0.594
F -2.958 -5.767 -3.482 -0.219
F -4.198 -5.683 -1.677 -0.210
F -2.347 -4.441 -1.887 -0.208
S -4.437 -3.455 -3.425 1.056
O -5.646 -4.152 -3.888 -0.541
O -4.755 -2.399 -2.396 -0.557
O -3.599 -3.040 -4.515 -0.559
C -2.239 7.337 5.954 0.665
F -3.028 7.992 5.114 -0.216
F -1.325 8.208 6.372 -0.199
F -2.982 6.898 6.904 -0.188
S -1.423 5.796 5.044 1.088
O -0.662 4.970 6.052 -0.498
O -2.497 5.010 4.428 -0.532
O -0.561 6.385 4.043 -0.532
C -5.907 0.450 9.562 0.651
F -4.595 0.273 9.362 -0.181
F -6.329 -0.288 10.687 -0.209
F -6.215 1.731 9.738 -0.184
S -6.904 -0.202 8.087 1.118
O -6.559 0.561 6.881 -0.493
O -6.506 -1.599 8.045 -0.464
O -8.322 -0.142 8.385 -0.450
F -2.894 -1.098 2.461 -0.546
N 0.089 -5.761 5.052 -0.024
C 1.125 -6.420 4.457 -0.259
C 1.232 -7.558 5.269 -0.230
C 0.247 -7.559 6.240 -0.496
C -0.394 -6.338 6.179 -0.245
H -0.290 -4.922 4.636 0.216
H 1.599 -6.198 3.513 0.362
H 2.024 -8.277 5.120 0.377
H 0.212 -8.307 7.018 0.388
H -1.213 -5.921 6.746 0.387

---

No. 6
47
Properties=species:S:1:pos:R:3:mulliken_charge:R:1 method="wB97M-V/def2-TZVPD" spin_multiplicity=1 e_above_lowest_kcal_mol=89.7 total_energy_ha=-1359.28770 orbital_gap_ev=9.2 smiles="CN1C(=O)C[C@H](c2ncncc2F)N=C1N1CCO[C@@H](c2ccc(F)cc2)C1"
C 1.413 1.244 -1.486 -1.175
N 0.193 0.556 -1.932 0.419
C -0.367 0.692 -3.214 0.598
O 0.082 1.410 -4.113 -0.671
C -1.501 -0.187 -3.538 -0.969
C -2.291 -0.734 -2.397 0.091
C -3.417 0.349 -1.954 0.455
N -4.598 0.034 -2.615 -0.490
C -5.594 0.925 -2.667 -0.077
N -5.668 1.968 -1.847 -0.534
C -4.577 2.290 -1.127 -0.541
C -3.370 1.555 -1.189 0.198
F -2.176 1.713 -0.627 -0.105
N -1.322 -1.093 -1.215 -0.631
C -0.204 -0.481 -1.123 -0.362
N 0.576 -0.920 -0.041 0.966
C 1.552 -1.994 -0.518 -0.825
C 2.623 -2.234 0.694 -0.442
O 1.927 -2.465 1.929 -0.469
C 0.879 -1.574 2.344 0.233
C 1.653 -0.488 2.978 0.178
C 2.516 -0.748 4.079 -0.624
C 3.398 0.270 4.563 -0.819
C 3.305 1.503 4.012 0.698
F 3.731 2.628 4.700 -0.314
C 2.540 1.764 2.936 -0.788
C 1.714 0.812 2.372 -0.285
C -0.116 -1.278 1.194 -1.301
H 2.021 0.768 -0.701 0.358
H 1.098 2.191 -1.201 0.382
H 2.010 1.385 -2.351 0.396
H -1.079 -1.026 -4.032 0.431
H -2.148 0.293 -4.245 0.401
H -2.832 -1.582 -2.780 0.374
H -6.550 0.612 -3.217 0.316
H -4.440 3.212 -0.642 0.505
H 1.183 -2.960 -0.847 0.330
H 2.182 -1.640 -1.348 0.369
H 3.224 -1.254 0.780 0.204
H 3.325 -3.049 0.452 0.406
H 0.268 -2.035 3.132 0.505
H 2.476 -1.554 4.837 0.335
H 3.973 0.052 5.406 0.449
H 2.842 2.773 2.575 0.275
H 1.165 1.040 1.508 0.645
H -0.814 -0.521 1.416 0.573
H -0.810 -2.222 1.063 0.332